Record 1
35
Properties=species:S:1:pos:R:3:forces:R:3 method="wB97M-V/def2-TZVPD" homo_ev="-17.80 / -17.80" s2=0.77 molar_mass_g_mol=203.2 homo_lumo_gap_ha="0.379 / 0.200" total_energy_ha=-800.76242 multiplicity=2 charge=+2
C 0.2708 0.9203 2.0737 0.419 0.295 1.207
N -0.7289 0.6005 -1.3444 1.623 0.579 -0.407
C -0.1921 0.4151 -0.1914 -1.704 -1.147 0.181
N -0.4787 1.1617 0.9123 1.547 0.565 -0.654
H -0.2836 0.4051 2.8891 -0.337 -0.016 -0.145
H 0.5802 1.8742 2.4995 -0.330 0.236 0.139
H 1.1658 0.3034 1.9513 -0.370 -0.370 -0.460
H -1.2010 1.4449 -1.6604 -0.281 0.062 0.328
H -0.2775 0.0771 -2.1226 -0.881 -0.179 -0.393
H 0.2901 -0.5322 -0.0155 0.532 -0.067 0.087
H -0.7713 2.1451 0.7271 -0.402 0.448 0.250
H -4.0128 -0.2528 0.1369 -0.124 -0.052 0.156
H -2.7927 -0.6305 1.0189 -0.405 0.012 0.342
O -3.3477 -0.9307 0.2950 0.530 0.004 -0.379
H 1.6046 -2.5365 -0.4481 -0.041 -0.628 0.009
H 1.6347 -3.0040 -1.9799 0.153 -0.136 0.322
O 1.3626 -2.3215 -1.3563 -0.353 0.643 -0.047
H 2.3541 1.4593 0.3236 -0.015 0.225 0.004
H 2.8733 2.8474 0.7056 -0.116 0.064 0.166
O 2.1385 2.2390 0.8743 0.216 -0.190 -0.512
H -1.0891 -0.0527 -4.6577 0.134 -0.175 -0.146
H 0.2065 -0.8475 -4.2617 -0.123 0.008 -0.421
O -0.4539 -0.2208 -3.9541 0.153 0.121 0.695
H -0.0041 -2.4013 1.6745 0.188 -0.163 0.190
H 1.4424 -2.8646 1.8059 0.120 0.109 0.253
O 0.9236 -2.0733 1.6163 -0.207 -0.060 -0.473
H -2.0319 -2.9828 0.8999 -0.067 0.215 0.003
H -2.0143 -3.8558 2.1048 0.244 0.113 0.416
O -1.6439 -3.0201 1.7863 -0.334 -0.190 -0.573
H -0.3778 4.6533 0.0571 -0.239 0.236 0.147
H -1.7124 4.3174 0.8668 0.131 0.583 -0.165
O -0.8956 3.9710 0.4952 -0.039 -1.289 0.088
H 3.2175 0.2341 -1.2959 -0.062 -0.181 -0.233
H 1.9889 -0.7446 -1.2046 0.602 0.094 -0.466
O 2.2555 0.2029 -1.2213 -0.164 0.232 0.489

Record 2
35
Properties=species:S:1:pos:R:3:forces:R:3 method="wB97M-V/def2-TZVPD" homo_ev=-6.91 molar_mass_g_mol=207.2 homo_lumo_gap_ha=0.365 total_energy_ha=-842.45584 e_above_lowest_ev=0.835 charge=-1
C 0.2495 -1.1393 -1.7912 1.544 -0.006 2.931
O 0.3289 0.2556 -1.4454 0.051 0.850 -0.653
C 0.7678 -1.3739 -3.1599 0.172 -1.675 -0.910
H -0.7579 -1.4526 -1.5486 -0.338 -0.330 -0.554
H 0.9291 -1.5840 -1.0252 -0.608 -0.436 -0.663
H 0.2978 -0.6437 -3.7918 0.293 0.454 -0.704
H 0.5131 -2.3780 -3.5971 -0.274 0.726 0.676
H 1.8677 -1.4153 -3.1842 -0.365 0.811 -0.039
H 1.2004 1.8851 0.5528 0.268 0.300 0.260
H 0.6973 0.4891 -0.4942 0.627 -0.529 -0.228
O 1.2728 0.9581 0.7877 -0.427 -0.169 -0.350
H 0.9442 -0.3761 3.4053 -0.198 0.132 0.286
H 1.6421 0.4222 2.3224 0.191 0.217 0.556
O 1.8075 0.0007 3.2180 -0.077 -0.066 -0.491
H -1.8573 -1.7956 1.3122 0.124 -0.023 0.136
H -1.3119 -2.0770 2.7564 0.164 0.392 -0.182
O -1.9228 -2.3708 2.0802 -0.441 -0.550 0.004
H -1.3507 -0.2053 0.7842 -0.023 0.397 -0.102
H -0.9667 0.4214 -0.5667 -1.457 -0.560 0.503
O -1.7809 0.1995 0.0183 0.887 -0.030 -0.315
H 2.0615 -0.8163 1.0085 0.349 -1.216 -1.225
H 2.0842 -1.8489 1.9426 0.322 -0.834 -0.232
O 2.2204 -1.8109 0.9761 -0.493 1.977 1.207
H -0.8280 0.9978 -2.5135 -0.808 -0.011 -0.096
H -2.1113 1.8792 -2.6472 0.019 0.124 0.005
O -1.7472 1.0259 -2.8918 0.482 0.091 -0.158
H -1.9892 0.9929 2.2207 0.069 0.210 -0.454
H -0.4351 1.1921 1.9793 0.023 0.005 -0.455
O -1.1203 0.9676 2.6228 0.094 -0.239 1.120
H 2.9250 0.8722 -0.6907 -0.994 0.226 0.227
H 4.1729 0.2178 -0.2727 0.156 -0.150 -0.089
O 3.7675 0.6138 -1.0508 0.782 -0.149 -0.075
H -3.4515 1.4179 -0.7718 0.227 -0.011 0.407
H -2.8895 2.5771 0.0557 0.075 -0.289 0.000
O -3.7136 2.1951 -0.2583 -0.416 0.361 -0.344

Copy entry 2 word for word.
35
Properties=species:S:1:pos:R:3:forces:R:3 method="wB97M-V/def2-TZVPD" homo_ev=-6.91 molar_mass_g_mol=207.2 homo_lumo_gap_ha=0.365 total_energy_ha=-842.45584 e_above_lowest_ev=0.835 charge=-1
C 0.2495 -1.1393 -1.7912 1.544 -0.006 2.931
O 0.3289 0.2556 -1.4454 0.051 0.850 -0.653
C 0.7678 -1.3739 -3.1599 0.172 -1.675 -0.910
H -0.7579 -1.4526 -1.5486 -0.338 -0.330 -0.554
H 0.9291 -1.5840 -1.0252 -0.608 -0.436 -0.663
H 0.2978 -0.6437 -3.7918 0.293 0.454 -0.704
H 0.5131 -2.3780 -3.5971 -0.274 0.726 0.676
H 1.8677 -1.4153 -3.1842 -0.365 0.811 -0.039
H 1.2004 1.8851 0.5528 0.268 0.300 0.260
H 0.6973 0.4891 -0.4942 0.627 -0.529 -0.228
O 1.2728 0.9581 0.7877 -0.427 -0.169 -0.350
H 0.9442 -0.3761 3.4053 -0.198 0.132 0.286
H 1.6421 0.4222 2.3224 0.191 0.217 0.556
O 1.8075 0.0007 3.2180 -0.077 -0.066 -0.491
H -1.8573 -1.7956 1.3122 0.124 -0.023 0.136
H -1.3119 -2.0770 2.7564 0.164 0.392 -0.182
O -1.9228 -2.3708 2.0802 -0.441 -0.550 0.004
H -1.3507 -0.2053 0.7842 -0.023 0.397 -0.102
H -0.9667 0.4214 -0.5667 -1.457 -0.560 0.503
O -1.7809 0.1995 0.0183 0.887 -0.030 -0.315
H 2.0615 -0.8163 1.0085 0.349 -1.216 -1.225
H 2.0842 -1.8489 1.9426 0.322 -0.834 -0.232
O 2.2204 -1.8109 0.9761 -0.493 1.977 1.207
H -0.8280 0.9978 -2.5135 -0.808 -0.011 -0.096
H -2.1113 1.8792 -2.6472 0.019 0.124 0.005
O -1.7472 1.0259 -2.8918 0.482 0.091 -0.158
H -1.9892 0.9929 2.2207 0.069 0.210 -0.454
H -0.4351 1.1921 1.9793 0.023 0.005 -0.455
O -1.1203 0.9676 2.6228 0.094 -0.239 1.120
H 2.9250 0.8722 -0.6907 -0.994 0.226 0.227
H 4.1729 0.2178 -0.2727 0.156 -0.150 -0.089
O 3.7675 0.6138 -1.0508 0.782 -0.149 -0.075
H -3.4515 1.4179 -0.7718 0.227 -0.011 0.407
H -2.8895 2.5771 0.0557 0.075 -0.289 0.000
O -3.7136 2.1951 -0.2583 -0.416 0.361 -0.344